[1]
Density functional theory data (wB97M-V/def2-TZVPD) for 9 unconnected molecules or ions with the total composition C20H40Cl8N2O5.

Geometry as XYZ:
```
75
Properties=species:S:1:pos:R:3
Cl 5.523 -0.390 -6.217
Cl -1.550 -6.856 -4.125
Cl -3.410 -7.557 -6.207
Cl -2.325 -9.597 -4.191
Cl 5.463 -3.295 -6.243
Cl -4.099 -7.684 -3.294
Cl 6.464 -1.979 -3.936
Cl 8.055 -2.078 -6.275
O -0.292 -0.794 6.803
O -4.525 5.431 -4.855
O 1.896 -6.704 4.276
O -0.085 8.279 -6.940
O -5.123 -0.571 3.948
N 5.398 -0.210 2.288
N -1.021 0.397 0.053
C -7.260 0.054 3.404
C 7.336 -0.785 3.108
C 2.205 7.868 -6.595
C 0.575 -0.086 -1.355
C -6.219 0.122 4.475
C 0.770 0.092 6.507
C 6.542 -1.940 2.908
C -0.353 -6.649 3.323
C 1.112 7.958 -7.651
C -2.880 -7.961 -4.555
C 5.341 -1.598 2.400
C 6.388 -1.877 -5.773
C 0.560 -7.192 4.446
C 0.674 1.284 -1.017
C -4.381 4.066 -4.908
C -4.794 3.430 -3.591
C -0.255 1.495 -0.039
C -0.559 -0.550 -0.772
C 0.366 1.519 6.925
C 6.620 0.306 2.774
H 1.144 -0.546 -2.149
H -0.591 -5.594 3.464
H 1.692 -0.342 6.895
H 0.579 1.485 7.993
H 1.423 8.521 -8.532
H -0.017 -6.805 2.298
H 2.367 8.855 -6.162
H 8.383 -0.794 3.371
H 4.628 0.316 1.902
H -0.425 2.403 0.520
H 1.037 2.305 6.577
H -7.350 1.012 2.892
H -8.256 -0.228 3.748
H 2.054 7.137 -5.801
H 6.792 1.372 2.810
H -1.268 -7.239 3.259
H -6.956 -0.654 2.633
H -5.899 1.144 4.677
H 6.858 -2.968 3.010
H -6.705 -0.205 5.394
H 4.546 -2.259 2.089
H -0.638 1.746 6.567
H -0.204 9.212 -7.136
H 1.960 -5.814 4.631
H 0.512 -8.278 4.531
H -3.314 4.017 -5.129
H -3.824 5.759 -5.423
H 0.999 6.888 -7.824
H -4.602 2.367 -3.445
H -4.640 -0.880 4.718
H 1.388 2.021 -1.354
H -1.633 0.289 0.849
H 3.271 7.833 -6.821
H -5.859 3.574 -3.406
H -4.886 3.802 -5.837
H -0.505 -0.997 7.717
H -4.239 3.852 -2.754
H 0.835 0.124 5.420
H -1.001 -1.533 -0.701
H 0.190 -6.849 5.412
```

Calculated values
F_max, Eh/bohr: 0.0701
SMILES: ClC(Cl)(Cl)Cl.ClC(Cl)(Cl)Cl.c1cc[nH]c1.c1cc[nH]c1.CCO.CCO.CCO.CCO.CCO
HOMO energy, eV: -8.338
Total charge: 0
Relative energy (zero: lowest compared OMol25 entry of this formula, charge and spin), eV: 2.108

---

[2]
Density functional theory data (wB97M-V/def2-TZVPD) for 3 unconnected molecules or ions with the total composition C20H40FN2O2S.

Geometry as XYZ:
```
66
Properties=species:S:1:pos:R:3
S -3.758 -0.911 -1.173
F -6.428 -3.114 1.625
O -4.228 2.354 -1.667
O 3.138 -0.586 0.165
N -1.097 2.268 1.221
N 2.942 -1.517 -3.864
C -5.926 -1.962 2.210
C -4.136 1.717 -0.416
C 3.769 0.676 0.022
C -1.302 3.350 1.549
C -0.152 -2.174 -0.263
C -4.417 -1.833 0.242
C -0.912 -1.441 -1.384
C 6.080 -2.787 -3.052
C -3.090 0.595 -0.448
C -1.564 4.725 1.978
C 5.165 0.575 0.589
C -5.384 -1.051 1.122
C 5.510 -1.407 -3.401
C -0.422 4.442 4.234
C 5.456 -3.371 -1.792
C 4.073 -1.461 -3.676
C 0.823 -1.253 0.464
C 1.886 -0.698 -0.483
C -2.330 -1.983 -1.613
C -0.487 5.243 2.942
H 5.930 -3.459 -3.898
H 5.661 -0.714 -2.569
H -2.495 -2.879 -1.014
H 6.006 -0.980 -4.273
H -6.740 -1.477 2.749
H -0.916 -0.375 -1.154
H -1.378 4.465 4.760
H -0.378 -1.530 -2.330
H -4.929 1.971 -2.203
H 3.189 1.442 0.556
H 7.158 -2.675 -2.923
H 1.335 -1.802 1.257
H -0.856 -2.613 0.452
H -0.166 3.398 4.041
H -5.148 -2.256 2.916
H 5.138 0.314 1.647
H 1.582 0.280 -0.877
H -0.716 6.288 3.154
H -2.627 0.383 0.516
H -4.875 -0.216 1.608
H 0.408 -3.008 -0.696
H -3.561 -2.197 0.813
H 5.691 1.524 0.481
H 5.896 -4.339 -1.555
H 0.479 5.227 2.435
H 1.996 -1.368 -1.345
H 4.381 -3.513 -1.917
H -2.545 4.744 2.458
H -1.625 5.347 1.084
H 0.274 -0.433 0.941
H -5.113 1.373 -0.072
H -2.310 0.923 -1.134
H 3.799 0.960 -1.038
H -3.766 2.450 0.302
H -2.518 -2.245 -2.653
H 5.733 -0.200 0.069
H 5.608 -2.713 -0.935
H -6.215 -0.662 0.529
H -4.928 -2.682 -0.213
H 0.335 4.850 4.903
```

Calculated values
F_max, Eh/bohr: 0.0038
HOMO energy, eV: -11.583
Total charge: +1

---

[3]
Density functional theory data (wB97M-V/def2-TZVPD) for 3 unconnected molecules or ions with the total composition C20H40IN4O5.

Geometry as XYZ:
```
70
Properties=species:S:1:pos:R:3
I 0.390 0.972 -0.658
O -2.253 5.072 -2.079
O 2.927 -4.665 -0.623
O -1.718 -1.620 -1.239
O -1.590 -1.944 0.941
O 0.336 2.571 3.095
N 3.084 -2.373 -0.891
N -0.359 4.441 5.200
N -2.279 -6.762 0.280
N 0.197 4.826 -0.590
C -1.072 -1.880 -0.288
C -0.512 1.452 2.969
C -0.920 -6.245 -1.861
C -2.871 6.348 -2.036
C 2.350 -3.474 -0.669
C -0.894 -4.798 -1.383
C 0.193 5.463 -1.913
C 0.310 6.972 -1.733
C -1.090 4.434 3.930
C 3.819 -5.054 -1.723
C 1.220 -0.939 -0.683
C 0.967 -3.345 -0.454
C 0.126 -4.581 -0.219
C -1.586 -7.269 -0.887
C 2.557 -1.130 -0.902
C 0.408 -2.073 -0.468
C -2.448 3.771 4.144
C -0.268 3.817 2.790
C 4.998 -5.827 -1.153
C -1.013 5.020 -2.753
H 0.496 4.980 5.095
H 0.223 3.816 -0.714
H 0.559 4.491 2.561
H -1.065 5.578 -3.697
H -0.869 3.727 1.875
H 0.774 -5.445 -0.172
H 0.112 -6.514 -2.082
H -3.944 6.189 -1.942
H -2.265 -7.884 -1.467
H 3.236 -5.726 -2.343
H 5.925 -5.271 -1.225
H -1.663 -6.360 0.967
H -1.877 -4.483 -1.049
H -3.041 -6.142 0.055
H 1.307 7.232 -1.379
H 0.117 0.581 2.771
H -1.219 1.568 2.142
H -0.809 -7.936 -0.521
H -2.681 6.917 -2.949
H -3.085 4.412 4.753
H -0.381 -4.434 0.730
H 4.126 -4.201 -2.317
H -0.713 5.002 -0.171
H 1.088 5.129 -2.448
H -1.061 1.261 3.895
H -2.360 2.820 4.667
H -0.399 7.352 -0.998
H -0.590 -4.158 -2.205
H 3.202 -0.287 -1.086
H -1.277 5.475 3.650
H 4.820 -6.061 -0.110
H -2.540 6.922 -1.168
H -1.195 -2.655 1.462
H 5.109 -6.776 -1.663
H -2.958 3.597 3.194
H -1.468 -6.246 -2.800
H 0.141 7.495 -2.676
H 4.078 -2.482 -1.051
H -0.037 3.494 5.379
H -0.873 3.966 -3.013
```

Calculated values
F_max, Eh/bohr: 0.0233
HOMO energy, eV: -10.761
Total charge: +1

---

[4]
Density functional theory data (wB97M-V/def2-TZVPD) for a molecular structure, C20H40O10S5.

Geometry as XYZ:
```
75
Properties=species:S:1:pos:R:3
S -1.971 3.175 -2.165
S -4.976 -1.019 -0.854
S 0.823 1.740 3.191
S 2.651 -2.218 -1.869
S 5.065 -0.583 3.096
O 2.096 -3.234 -2.716
O 5.330 0.533 4.008
O 1.022 2.487 4.436
O -5.630 -0.600 0.246
O 4.079 -2.344 -1.500
O -1.267 2.443 -1.137
O -5.192 -0.434 -2.127
O 3.820 -1.331 3.445
O 1.974 1.747 2.360
O -1.271 4.189 -2.921
C 1.040 -0.541 -1.032
C -2.521 2.035 -3.270
C -3.455 3.798 -1.719
C 2.680 -0.687 -2.728
C -3.834 2.345 -3.580
C -4.362 2.846 -2.298
C -1.077 -0.010 3.471
C 4.882 0.103 1.488
C 5.733 -0.648 0.637
C 1.501 -1.849 -0.700
C -1.478 1.002 2.197
C 1.333 -0.214 -2.452
C -2.857 -2.423 -0.113
C 6.435 -1.593 2.744
C -3.264 -1.039 -0.430
C -5.091 -2.761 -0.899
C 6.935 -0.964 1.490
C 0.415 0.024 3.518
C -0.591 2.135 2.266
C -4.231 -3.173 0.155
H -0.867 2.692 3.078
H 0.013 -0.501 -0.759
H -4.298 1.380 -3.909
H -2.434 -2.867 -0.972
H 7.507 0.069 1.772
H -1.970 2.113 -4.209
H 1.658 0.374 -0.476
H 0.698 -2.581 -0.642
H -4.780 -2.827 0.939
H 3.479 0.027 -2.207
H 5.041 1.098 1.386
H 3.934 0.006 1.336
H 0.695 -0.717 -3.044
H -1.409 -0.928 2.907
H -5.337 3.578 -2.373
H -2.859 -0.590 -1.336
H -6.183 -3.115 -0.654
H 5.986 -2.580 2.536
H -1.438 0.521 4.342
H -3.601 4.788 -2.103
H -2.128 -2.442 0.706
H -2.440 0.974 -2.780
H -3.524 3.908 -0.536
H -4.880 -3.071 -1.879
H -0.250 2.594 1.337
H 5.892 -0.003 -0.326
H -3.165 -0.306 0.272
H 2.919 -0.949 -3.700
H -3.842 3.059 -4.460
H 7.852 -1.547 0.982
H -2.471 1.515 2.467
H 1.839 -2.081 0.335
H -1.407 0.694 1.220
H 7.255 -1.464 3.459
H 0.989 -0.284 4.317
H 1.123 0.884 -2.621
H 0.869 -0.676 2.768
H -4.019 -4.095 0.083
H -4.553 1.972 -1.686
H 5.362 -1.552 0.201
```

Calculated values
F_max, Eh/bohr: 0.1666
HOMO energy, eV: -10.080
Total charge: 0
Relative energy (zero: lowest compared OMol25 entry of this formula, charge and spin), eV: 9.434

---

[5]
Density functional theory data (wB97M-V/def2-TZVPD) for a molecular structure, C20H40P2SiSn.

Geometry as XYZ:
```
64
Properties=species:S:1:pos:R:3
Sn -0.461 -0.064 0.047
P 5.838 -3.014 -1.401
P 5.790 -2.901 1.743
Si -3.923 2.589 1.733
C 5.506 -4.039 3.157
C 1.808 -0.133 1.519
C 5.650 -4.641 -2.246
C 7.185 -3.856 0.938
C 2.099 -2.343 -0.629
C -1.551 0.597 -1.736
C -5.097 1.329 2.486
C -3.832 4.151 2.749
C 1.135 -1.342 1.556
C -2.214 1.892 1.699
C 2.906 0.673 -0.653
C 3.078 0.131 0.798
C 6.567 -2.081 -2.806
C -4.493 2.980 -0.027
C 6.820 -1.650 2.622
C -1.109 1.352 1.536
C 1.452 -1.263 -1.425
C 7.438 -3.384 -0.501
C 1.786 0.072 -1.424
C 1.528 -2.577 0.804
H 0.731 -1.599 -2.175
H 0.652 -3.243 0.715
H -3.127 4.852 2.281
H 1.430 0.678 2.147
H 3.192 -2.205 -0.565
H -4.754 1.057 3.495
H 8.088 -3.724 1.555
H 2.267 -3.147 1.400
H -6.122 1.718 2.566
H -4.811 4.637 2.838
H 1.363 0.701 -2.211
H -5.128 0.409 1.883
H 3.860 0.529 -1.199
H 6.901 -4.921 0.957
H 7.228 -0.928 1.904
H -4.529 2.077 -0.656
H -5.499 3.426 -0.019
H -3.459 3.907 3.752
H -2.601 0.316 -1.601
H -3.810 3.697 -0.509
H 5.780 -1.914 -3.551
H 7.394 -2.643 -3.258
H 1.953 -3.289 -1.184
H 2.763 1.766 -0.592
H 4.866 -4.546 -3.007
H 7.980 -4.154 -1.072
H 8.035 -2.457 -0.510
H 5.351 -5.407 -1.521
H -1.458 1.687 -1.791
H 3.723 -0.762 0.784
H 3.637 0.898 1.368
H 4.813 -3.554 3.855
H 6.451 -4.266 3.669
H -1.104 0.114 -2.610
H 7.640 -2.147 3.158
H 6.596 -4.928 -2.725
H 5.051 -4.965 2.786
H 6.181 -1.118 3.337
H 0.408 -1.495 2.360
H 6.928 -1.111 -2.443
```

Calculated values
F_max, Eh/bohr: 0.0548
HOMO energy (spin up / spin down), eV: -12.955 / -14.094
Total charge: +2
Relative energy (zero: lowest compared OMol25 entry of this formula, charge and spin), eV: 0.000

---

[6]
Density functional theory data (wB97M-V/def2-TZVPD) for a molecular structure, C20H41AuGeO7P2Sb2.

Geometry as XYZ:
```
74
Properties=species:S:1:pos:R:3
Au 2.180 -1.401 0.315
Sb -1.697 -1.118 1.344
Sb -1.644 1.616 0.782
Ge 1.701 0.761 -2.432
P 2.657 1.731 0.342
P 1.165 0.727 2.654
O 1.516 1.374 -0.657
O -0.302 1.077 2.726
O 1.452 -0.652 2.111
O 1.866 0.841 4.044
O 3.788 0.801 0.406
O 2.990 3.234 0.029
O 1.853 1.841 1.731
C 0.592 -2.187 -5.221
C -2.894 -1.794 -0.273
C -0.580 -2.839 1.842
C 0.253 -0.553 -2.530
C -3.340 2.664 4.053
C -2.831 0.178 5.147
C 4.249 -0.938 -2.139
C 3.480 -2.235 -1.968
C 4.345 -3.415 -1.569
C -3.095 0.279 3.785
C -3.087 2.550 5.411
C -3.545 1.691 1.761
C -0.570 -0.396 -3.814
C -2.089 1.735 -1.294
C 3.526 0.214 -2.842
C -0.737 3.480 1.133
C 0.224 -0.716 -5.081
C -3.347 1.540 3.235
C -3.121 -0.971 2.953
C -2.828 1.302 5.958
H 1.238 -2.535 -4.411
H -0.362 -0.407 -5.948
H 1.334 2.034 -3.201
H -2.909 -1.838 3.579
H 1.442 1.419 4.692
H -3.651 -1.051 -0.520
H 4.959 -3.178 -0.701
H -2.511 0.814 -1.688
H -0.715 3.637 2.207
H 3.753 -4.302 -1.353
H -2.643 -0.796 5.583
H 4.638 -0.604 -1.179
H 0.195 -2.597 2.560
H -2.638 1.201 7.018
H -0.950 0.628 -3.885
H 3.447 0.001 -3.916
H -0.364 -0.402 -1.637
H 1.133 -0.099 -5.111
H -3.391 -2.719 0.021
H -3.981 2.652 1.486
H 5.014 -3.653 -2.397
H 5.123 -1.193 -2.746
H -4.159 0.904 1.319
H -2.817 2.543 -1.388
H -1.184 2.001 -1.835
H -2.270 -1.985 -1.145
H -1.329 -3.506 2.271
H 2.863 -2.459 -2.842
H -1.447 -1.049 -3.770
H -3.551 3.638 3.625
H -3.102 3.430 6.039
H 2.612 -2.167 -1.178
H 3.843 3.543 0.364
H -4.086 -1.144 2.469
H -0.164 -3.273 0.936
H 1.121 -2.370 -6.155
H -0.303 -2.812 -5.220
H 4.136 1.117 -2.771
H -1.377 4.208 0.633
H 0.261 3.510 0.711
H 0.663 -1.561 -2.459
```

Calculated values
F_max, Eh/bohr: 0.0103
HOMO energy, eV: -14.034
Total charge: +2
Relative energy (zero: lowest compared OMol25 entry of this formula, charge and spin), eV: 1.812